[1]
Formula: C37H83F3InN8O13
Source: OMol25
Level of theory: ωB97M-V/def2-TZVPD

CARTESIAN COORDINATES (ANGSTROEM)
C -2.84460 -4.61152 -0.57621
C -1.96734 -3.41744 -0.24956
O -2.79047 -2.27498 -0.14621
C -2.22215 -1.23696 0.63738
C -1.18659 -0.39249 -0.12552
O 0.02698 -0.26581 0.56247
C -0.01060 0.65143 1.67630
In 0.66723 -0.35986 3.51893
C -0.09015 0.55997 5.40215
C -0.60635 -0.52824 6.28525
O -0.62254 -0.10180 7.68310
C -1.06386 -1.06704 8.57024
C 0.00104 -1.38051 9.60590
F 0.70753 -0.30327 9.97137
F 0.87974 -2.30750 9.18267
F -0.56588 -1.87785 10.73141
O 2.73766 -0.39614 3.72882
C 3.43018 -1.59791 3.64669
C 3.12580 -2.56347 4.81223
O 2.91859 -3.90655 4.37623
C 1.62506 -4.45288 4.53799
C 1.05878 -4.92546 3.20995
H -2.25099 -5.41300 -1.02110
H -3.32103 -5.00857 0.32011
H -3.61634 -4.32231 -1.28978
H -1.42498 -3.57353 0.69033
H -1.20580 -3.28406 -1.02979
H -3.06136 -0.63386 0.98621
H -1.72379 -1.65038 1.52334
H -1.60179 0.59707 -0.35797
H -0.98845 -0.89106 -1.07643
H -1.04661 0.96685 1.86407
H 0.54456 1.55373 1.39254
H 0.02933 -2.02300 3.47978
H -0.86522 1.30062 5.20407
H 0.76642 1.04187 5.88006
H 0.01689 -1.43177 6.24215
H -1.62897 -0.81465 6.01354
H -1.96350 -0.74917 9.11122
H -1.29475 -2.01319 8.06785
H 4.50976 -1.37162 3.66915
H 3.24981 -2.14951 2.71198
H 3.96469 -2.59613 5.51856
H 2.25928 -2.18288 5.36395
H 0.95198 -3.71645 4.98479
H 1.69995 -5.29603 5.23939
H 1.47022 -5.89654 2.92509
H -0.03038 -4.97845 3.24841
H 1.31387 -4.20153 2.43656
C 5.40858 -2.96000 1.11723
O 4.81918 -1.97174 0.74288
N 6.74525 -3.15289 1.00281
C 7.38461 -4.35439 1.49134
C 7.53730 -2.11568 0.37420
H 4.89304 -3.80380 1.61084
H 8.11937 -4.12175 2.26706
H 7.88307 -4.89595 0.68588
H 6.62630 -4.99846 1.93442
H 7.44468 -1.17421 0.91769
H 7.20365 -1.93744 -0.64933
H 8.57972 -2.42910 0.36392
C -1.68429 0.66343 -4.18731
O -2.35239 0.34986 -3.22210
N -0.46246 1.23635 -4.11427
C 0.26959 1.61275 -5.30000
C 0.12128 1.49747 -2.80529
H -2.02718 0.51940 -5.22626
H 1.23798 1.10942 -5.35666
H 0.44816 2.69209 -5.31448
H -0.31685 1.36002 -6.18204
H 0.25068 0.57810 -2.23728
H -0.52349 2.15549 -2.22102
H 1.09006 1.97086 -2.94879
C -2.36554 4.21539 -6.79976
O -2.57376 3.01826 -6.90775
N -2.58323 4.91721 -5.67442
C -2.35410 6.34495 -5.60624
C -3.06635 4.20441 -4.50126
H -1.98262 4.83120 -7.62972
H -1.59983 6.58373 -4.85331
H -3.27498 6.87548 -5.35754
H -2.01574 6.69951 -6.57804
H -2.36319 3.42706 -4.19946
H -4.02145 3.72080 -4.70679
H -3.18823 4.91489 -3.68703
C -4.15915 2.54408 8.08687
O -3.77051 2.21235 6.98838
N -3.37543 2.99874 9.08827
C -3.93070 3.37270 10.36557
C -1.93349 3.11827 8.88595
H -5.22670 2.50118 8.37646
H -3.73154 4.42370 10.59261
H -3.51269 2.76614 11.17382
H -5.01007 3.22436 10.34936
H -1.70182 3.79686 8.06857
H -1.50861 2.14237 8.63998
H -1.49432 3.49659 9.80738
C -4.41028 5.58648 -9.00532
O -3.93519 6.70618 -8.90799
N -4.85504 5.03698 -10.14698
C -5.38661 3.68846 -10.19569
C -4.79097 5.81362 -11.37127
H -4.50743 4.90663 -8.14344
H -4.79113 3.06493 -10.86218
H -6.41300 3.68441 -10.56239
H -5.35867 3.26054 -9.19468
H -3.76217 6.09780 -11.59682
H -5.37450 6.73054 -11.28024
H -5.18907 5.20840 -12.18306
C 8.30030 -8.23826 0.28931
O 8.77208 -7.15596 -0.00280
N 6.98544 -8.53153 0.27406
C 6.48750 -9.84135 0.62893
C 6.04173 -7.49282 -0.11251
H 8.92731 -9.09360 0.59562
H 5.94721 -10.29581 -0.20445
H 5.81344 -9.78707 1.48626
H 7.32569 -10.48594 0.88934
H 6.25735 -7.13894 -1.12083
H 6.11344 -6.64648 0.56615
H 5.03384 -7.89864 -0.07702
C -5.42306 1.15755 -12.95452
O -6.16439 2.11396 -12.82895
N -4.95270 0.71210 -14.13633
C -4.06971 -0.42932 -14.23250
C -5.35456 1.41198 -15.34346
H -5.06659 0.56570 -12.09467
H -3.11406 -0.15073 -14.68126
H -4.51657 -1.22262 -14.83534
H -3.87992 -0.82035 -13.23447
H -5.04385 2.45647 -15.30701
H -6.43840 1.39213 -15.45963
H -4.89018 0.92729 -16.19937
C 1.30842 4.01870 8.14260
O 0.47074 4.64453 7.52365
N 2.36904 4.59245 8.75577
C 3.35225 3.80963 9.46859
C 2.51272 6.03217 8.67427
H 1.27846 2.92186 8.25096
H 3.40305 4.09956 10.52134
H 4.34597 3.92768 9.03019
H 3.07732 2.75764 9.41286
H 1.64957 6.53520 9.11279
H 2.58979 6.35653 7.63582
H 3.41274 6.32514 9.21163

Its total charge is -1. Its HOMO energy is -0.1583 hartree. The HOMO-LUMO gap comes out at 5.782 eV. Its calculated total energy is -91578.0066 eV. As for the maximum force: 0.4 eV/A. The multiplicity is 1. For the energy relative to the best compared isomer or geometry (same formula, charge and spin), the calculation gives 0.00 kcal per mole.

[2]
Formula: C37H86CaCu2N5O9
Source: OMol25
Level of theory: ωB97M-V/def2-TZVPD

CARTESIAN COORDINATES (ANGSTROEM)
Cu 0.67743 1.14357 -3.42276
Cu 1.57569 -1.67224 -1.78888
Ca -1.39354 -1.20991 -3.16388
C -0.57043 0.49047 -0.38166
O -0.09487 0.01060 -1.63798
H -1.66396 0.51394 -0.38809
H -0.33524 -0.15820 0.46499
H -0.24213 1.50035 -0.14023
C -5.63859 3.18359 4.34660
C -4.32245 3.60922 3.67820
C -3.51236 2.30739 3.56743
C -2.32678 2.42850 2.60552
C -2.89369 2.89177 1.27847
C -3.68050 4.20332 1.28800
N -4.60897 4.20759 2.37448
O -5.50078 5.29705 2.44502
C -2.66966 5.35823 1.28947
C -4.44557 4.28491 -0.03489
C -3.61714 4.61254 4.62484
H -6.32098 2.73066 3.61240
H -6.18098 4.03680 4.75056
H -5.53226 2.36853 5.06190
H -3.09530 2.10154 4.55373
H -4.15561 1.46736 3.29186
H -1.77827 1.48408 2.52410
H -1.59095 3.09394 3.07289
H -3.61902 2.09685 1.03836
H -2.19252 3.01217 0.44388
H -2.00075 5.39835 0.42628
H -3.03751 6.37362 1.45907
H -2.01278 5.27773 2.16835
H -5.11693 5.13945 -0.01438
H -3.80159 4.34681 -0.92227
H -4.98334 3.35727 -0.27549
H -4.36357 5.28535 5.04343
H -2.84318 5.23282 4.17749
H -3.17505 4.03302 5.43840
H -6.35218 4.84974 2.43305
C 3.16147 -6.22410 2.29920
C 1.62849 -6.08666 2.36643
C 1.07652 -6.59764 3.67599
C 1.15667 -5.57159 4.80843
C 0.41792 -4.30526 4.41777
C 0.93564 -3.67899 3.10309
N 1.20143 -4.72280 2.12642
O 1.73662 -4.18823 0.94347
C -0.06556 -2.66794 2.59860
C 2.27163 -2.97404 3.40749
C 1.07186 -7.05307 1.28052
H 3.51683 -7.23343 2.50887
H 3.57842 -5.52333 3.02457
H 3.62248 -6.01636 1.33207
H -0.00120 -6.79397 3.59211
H 1.45169 -7.52381 4.10991
H 2.18688 -5.28368 5.03093
H 0.70459 -5.95453 5.72137
H 0.50732 -3.50424 5.15519
H -0.66148 -4.46715 4.32383
H 0.39240 -2.07548 1.78818
H -0.99085 -3.07951 2.19906
H -0.21627 -1.89845 3.35341
H 2.13682 -1.98061 3.84850
H 2.95218 -3.54211 4.03493
H 2.81148 -2.72670 2.48725
H 1.55271 -6.90498 0.30832
H -0.01356 -6.97406 1.24392
H 1.39359 -8.04704 1.58607
H 1.32602 -4.75289 0.26841
C -1.09786 0.96993 -8.20703
O -0.11308 1.23614 -7.20432
C -0.52902 2.14474 -6.23875
C 0.65197 2.69268 -5.49574
N 1.31487 1.54309 -4.81118
C 2.75011 1.76764 -4.45716
C 2.90650 2.90194 -3.48674
O 1.98991 2.68583 -2.44840
C 2.14725 3.52436 -1.29083
H -1.19191 1.83689 -8.86147
H -2.05518 0.70128 -7.75422
H -0.69034 0.14167 -8.77891
H -1.23366 1.61042 -5.56233
H -1.16730 2.92927 -6.66130
H 0.34260 3.46389 -4.79234
H 1.33436 3.14283 -6.22144
H 1.29800 0.78947 -5.49902
H 3.43334 1.92659 -5.29666
H 3.12435 0.84390 -3.99949
H 2.72738 3.87178 -3.98331
H 3.95307 3.05385 -3.19523
H 1.34931 3.22480 -0.61243
H 1.98677 4.57699 -1.51916
H 3.09399 3.31339 -0.79626
C 9.70792 0.70459 3.02288
O 8.41627 0.70014 2.51036
C 7.54916 1.65466 3.08894
C 6.19514 0.98213 3.17903
N 5.16069 1.88673 3.72556
C 3.89722 1.19789 3.83207
C 2.70750 2.17282 3.66774
O 1.48858 1.57422 4.02239
C 0.93000 0.75802 3.01082
H 9.69382 0.46407 4.09088
H 10.29767 1.62006 2.89010
H 10.30447 -0.04595 2.50474
H 7.50179 2.54444 2.44500
H 7.90882 2.04429 4.04842
H 6.35703 0.12255 3.84276
H 5.84116 0.67369 2.19670
H 5.51366 2.17050 4.63496
H 3.64806 0.52923 4.66306
H 3.85055 0.64319 2.88578
H 2.67555 2.49243 2.61546
H 2.87607 3.05250 4.28879
H 0.62645 1.47871 2.24312
H 0.10879 0.24646 3.50740
H 1.64648 -0.00906 2.69386
C -0.66419 -3.02822 -7.99168
O -2.04749 -2.78257 -7.98043
C -2.55144 -2.28410 -6.80631
C -2.72962 -3.37019 -5.75052
N -2.93621 -2.81859 -4.38000
C -4.30067 -2.29702 -4.20808
C -4.60591 -2.00528 -2.73666
O -3.60568 -1.05814 -2.30757
C -4.09628 0.09159 -1.58767
H -0.36617 -3.80320 -7.27784
H -0.10764 -2.13094 -7.65192
H -0.29847 -3.20396 -8.99611
H -3.51168 -1.78118 -6.94907
H -1.90405 -1.45066 -6.44647
H -1.81240 -3.95632 -5.66131
H -3.52071 -4.05255 -6.06349
H -2.95578 -3.65357 -3.78780
H -5.14713 -2.87314 -4.59029
H -4.37779 -1.27899 -4.60075
H -4.76738 -2.81564 -2.02261
H -5.57820 -1.50703 -2.77755
H -5.18236 0.05861 -1.50470
H -3.84311 1.05366 -2.03401
H -3.74435 0.05961 -0.55680

Its total charge is +3. Its HOMO energy is -0.4715 hartree. The HOMO-LUMO gap comes out at 1.850 eV. Its calculated total energy is -173326.1267 eV. As for the maximum force: 12.3 eV/A. The multiplicity is 1.